No. 1
Molecular formula: C3H5NO
Method: DFT, the ωB97M-V functional and the def2-TZVPD basis

Frontier orbital gap, eV: 10.7
Spin multiplicity: 1
Lowest unoccupied orbital energy, eV: 1.025
Energy above the lowest of the compared OMol25 structures with the same formula, charge and spin, kJ/mol: 58.9

Cartesian coordinates (Å):
C  0.08771  0.31144  -0.92841
C  0.83614  -0.48723  0.14024
N  -0.15645  -0.68003  1.20553
C  -1.06642  0.16235  0.94950
O  -0.99041  0.90754  -0.17987
H  0.66951  1.10221  -1.40282
H  -0.35347  -0.33167  -1.69852
H  1.23003  -1.43747  -0.22412
H  1.67088  0.08459  0.56209
H  -1.92752  0.36826  1.57638

=====

No. 2
Molecular formula: C3H4CoO4
Method: DFT, the ωB97M-V functional and the def2-TZVPD basis

Frontier orbital gap (spin up / spin down), eV: 6.5 / 6.0
Spin multiplicity: 6
Total charge: +2
Lowest unoccupied orbital energy (spin up / spin down), eV: -9.521 / -14.291
⟨S²⟩: 8.760

Cartesian coordinates (Å):
C  -0.96920  -0.28170  0.09677
O  -1.69859  -0.96235  0.79780
O  -0.58255  0.95131  0.36179
C  0.23074  1.36554  -0.67940
O  -0.60771  -0.60172  -1.15468
C  0.14651  0.44247  -1.64255
Co  -2.63850  -1.00004  2.35229
H  0.61281  0.32696  -2.61421
H  0.63754  2.36884  -0.63386
O  1.33693  -1.07418  0.86433
H  1.45146  -0.93764  1.80919
H  2.08058  -0.59748  0.44252

=====

No. 3
Molecular formula: C6H5IO2P
Method: DFT, the ωB97M-V functional and the def2-TZVPD basis

Frontier orbital gap (spin up / spin down), eV: 7.4 / 7.4
Spin multiplicity: 1
Total charge: -1
Lowest unoccupied orbital energy (spin up / spin down), eV: 2.427 / 2.443
Energy above the lowest of the compared OMol25 structures with the same formula, charge and spin, kJ/mol: 75.5

Cartesian coordinates (Å):
C  0.30546  0.65604  -0.81394
C  -0.64470  -0.12237  0.07901
C  1.21654  1.50312  -0.31858
C  0.00810  -0.20979  1.49930
C  1.07492  1.93614  1.04852
C  0.54635  0.95092  1.85585
O  -2.00721  -2.75473  0.17074
O  -2.08167  -1.38055  -2.02831
P  -1.35780  -1.84538  -0.80581
I  0.71750  -2.94915  -1.61507
H  0.49017  0.31357  -1.76535
H  -1.71167  0.35367  0.13693
H  2.01760  1.74419  -0.97657
H  0.01211  -1.07851  2.10971
H  1.41432  2.88283  1.42358

=====

No. 4
Molecular formula: C5H7N3O2
Method: DFT, the ωB97M-V functional and the def2-TZVPD basis

Frontier orbital gap, eV: 7.6
Spin multiplicity: 1
Lowest unoccupied orbital energy, eV: 0.568
Energy above the lowest of the compared OMol25 structures with the same formula, charge and spin, kJ/mol: 238.9

Cartesian coordinates (Å):
C  -0.88516  -0.33276  1.41668
C  -0.55452  -1.46607  0.78515
C  -0.45375  0.95028  0.94004
C  2.86263  0.55470  2.18778
C  1.10323  1.26988  -0.98759
N  0.26261  1.14576  -0.11460
N  0.80631  1.65433  -2.24825
N  0.08811  -1.57561  -0.35656
O  2.46595  -0.39265  1.68096
O  3.32119  1.52249  2.58945
H  -1.62270  -0.19755  2.19906
H  -0.90232  -2.42743  1.25662
H  -0.87146  1.90325  1.48371
H  1.67093  1.59089  -2.81609
H  -0.03854  1.49513  -2.77824
H  0.62712  -0.74175  -0.59447
H  0.62312  -2.37252  -0.57272